Formula: C3H7N2OSe
Source: the OMol25 dataset
Level of theory: wB97M-V/def2-TZVPD

Structure (ORCA input):
```
! wB97M-V def2-TZVPD RIJCOSX def2/J DEFGRID3
* xyz 1 1
C -0.15543 1.87553 0.14300
C -1.27853 1.19491 0.90805
C 0.64137 -0.39438 0.01914
N 0.77797 0.87800 -0.30400
N 1.45619 -1.31889 -0.44390
O 0.06113 3.06114 0.02479
Se -0.91320 -0.75169 0.86604
H -1.49603 1.71110 1.94314
H -2.11646 1.63937 0.37412
H -0.71816 -2.93061 -1.03467
H 1.42826 1.32030 -0.95032
H 1.32957 -2.27770 0.03506
H 2.38545 -1.32926 -0.80742
H -1.40214 -2.67782 -0.77303
*
```

Computed properties:
maximum force = 4.77 eV Å⁻¹
E_HOMO = -0.529 hartree
Kohn-Sham gap = 9.928 eV
DFT total energy = -73590.2205 eV

Results of the Mulliken charge analysis, in e, for atoms 1 through 6:
1 C 0.262
2 C -0.467
3 C 0.415
4 N -0.123
5 N -0.370
6 O -0.478